1.
76
Properties=species:S:1:pos:R:3 method="wB97M-V/def2-TZVPD" e_homo_ev=-9.01 de_lowest_kcal_mol=35.5 homo_lumo_gap_ev=8.8911 total_energy_ha=-2104.93142
Pb 16.9134 -27.0118 6.8129
O 18.1775 -29.0937 7.8386
C 19.1384 -29.4677 8.4950
O 20.1998 -28.8041 8.7614
B 21.1969 -29.6584 9.4356
O 20.6025 -31.0238 9.4871
C 19.3998 -30.9339 8.9592
O 18.5378 -31.8179 8.8488
O 21.5155 -29.1750 10.8046
C 22.7626 -28.7272 10.8525
O 23.3326 -28.1866 11.8006
C 23.4113 -29.0681 9.4974
O 22.4906 -29.6721 8.7433
O 24.5687 -28.7889 9.1815
O 15.9086 -24.9392 7.4182
H 15.7812 -23.9709 7.4442
C 12.9359 -24.4927 2.6928
C 12.4289 -24.4534 4.1326
C 13.4029 -24.6838 5.3090
C 14.2368 -25.8377 5.0907
N 14.8864 -26.7821 4.9276
H 12.9091 -25.5309 2.3619
H 13.9288 -24.0504 2.6113
H 12.2019 -24.0153 2.0436
H 11.5508 -25.0927 4.2233
H 12.0161 -23.4562 4.2849
H 12.9360 -24.7621 6.2909
H 14.0773 -23.8279 5.3354
C 12.1171 -24.7920 11.5158
C 13.3526 -25.5740 11.2749
C 13.6792 -25.9739 9.8165
C 14.8886 -26.7596 9.6360
N 15.8088 -27.4229 9.3873
H 11.8888 -24.6973 12.5774
H 11.2850 -25.2835 11.0116
H 12.1473 -23.7851 11.0995
H 13.2434 -26.4417 11.9255
H 14.2413 -25.1218 11.7152
H 13.9429 -25.0687 9.2695
H 12.8621 -26.5150 9.3393
C 16.4723 -27.3511 1.3269
C 17.9953 -27.5280 1.3784
C 18.4758 -28.7570 2.1888
C 17.9469 -28.7348 3.5598
N 17.5079 -28.7110 4.6452
H 16.2352 -26.5228 0.6593
H 16.0979 -26.9756 2.2793
H 15.8597 -28.2030 1.0317
H 18.5008 -26.6221 1.7128
H 18.3729 -27.6501 0.3632
H 19.5622 -28.8449 2.1760
H 18.1213 -29.6455 1.6664
C 13.8291 -32.8090 6.5068
C 15.3577 -32.7786 6.8569
C 16.0332 -31.6331 6.1609
C 15.5720 -30.3147 6.5107
N 15.1630 -29.2717 6.7830
H 13.4272 -33.7801 6.7958
H 13.5855 -32.6145 5.4624
H 13.3085 -32.0865 7.1353
H 15.8578 -33.7182 6.6218
H 15.4464 -32.6093 7.9300
H 15.9521 -31.7034 5.0762
H 17.1100 -31.6326 6.3299
C 19.5709 -22.4696 6.1750
C 18.0623 -22.2331 6.0773
C 17.3691 -22.8731 4.8101
C 17.6856 -24.3151 4.8184
N 17.9787 -25.3957 4.8682
H 19.7523 -23.5273 6.3656
H 19.9061 -21.8573 7.0121
H 20.1378 -22.1333 5.3070
H 17.8630 -21.1632 6.0164
H 17.5924 -22.5904 6.9937
H 17.7063 -22.4883 3.8477
H 16.2957 -22.7134 4.9113

---

2.
64
Properties=species:S:1:pos:R:3 method="wB97M-V/def2-TZVPD" e_homo_ev=-6.25 de_lowest_kcal_mol=88.5 homo_lumo_gap_ev=6.3027 total_energy_ha=-1349.62760
C 3.0314 1.6757 1.8543
C 2.3039 0.6221 2.4781
C 2.3572 -0.5363 1.6298
H 1.9831 0.6147 3.5159
C 2.9840 -0.1140 0.3909
C 3.4276 1.2400 0.5805
H 4.1329 1.7448 -0.0771
H 3.3070 2.6326 2.3172
H 2.0044 -1.5401 1.8571
H 3.2618 -0.7807 -0.4142
Be 1.2584 0.4578 0.6308
C -0.1235 -1.0974 -0.5313
H 0.6523 -1.8132 -0.8172
H -0.0407 -0.2331 -1.2196
H 0.0544 -0.8218 0.5581
Si -1.7435 -1.9604 -0.8240
C -3.1394 -2.3543 0.3897
C -2.8602 -2.6559 1.7304
H -1.8250 -2.8202 2.0514
C -3.9125 -2.7264 2.6557
H -3.6843 -2.9356 3.7072
C -5.2356 -2.5207 2.2501
H -6.0436 -2.5499 2.9746
C -5.5135 -2.2768 0.8934
H -6.5427 -2.1345 0.5635
C -4.4666 -2.1982 -0.0317
H -4.6728 -1.9822 -1.0881
C -1.0816 -3.7653 -1.1456
C -1.6367 -4.9005 -0.5513
H -2.5970 -4.8387 -0.0320
C -0.9578 -6.1305 -0.5820
H -1.4024 -7.0037 -0.1102
C 0.2995 -6.2442 -1.1826
H 0.8623 -7.1836 -1.1422
C 0.8334 -5.1238 -1.8249
H 1.8264 -5.1775 -2.2764
C 0.1066 -3.9273 -1.8849
H 0.5096 -3.1028 -2.4789
H -2.2718 -0.5151 -0.6130
H -1.9604 -1.7804 -2.3012
C -0.2603 2.1526 0.5963
N -0.1416 2.9277 -0.6139
C -1.3800 3.4022 -1.1784
C 0.9285 2.6386 -1.5447
C 1.9670 3.7669 -1.5653
N 2.5125 4.0282 -0.2300
C 3.8580 4.5743 -0.2972
C 1.6818 4.8882 0.6053
H 0.8013 1.8786 0.9409
H -0.7108 2.7720 1.3982
H -0.9351 1.2765 0.4484
H -1.2468 4.4352 -1.5252
H -1.7040 2.7962 -2.0404
H -2.1642 3.3846 -0.4136
H 1.4549 1.6954 -1.2699
H 0.5078 2.5368 -2.5604
H 2.8010 3.4554 -2.2123
H 1.4885 4.6742 -1.9864
H 3.8730 5.5800 -0.7510
H 4.2688 4.6519 0.7153
H 4.5009 3.9219 -0.9003
H 1.6618 5.9295 0.2275
H 0.6568 4.5061 0.6324
H 2.0956 4.8847 1.6243

---

3.
73
Properties=species:S:1:pos:R:3 method="wB97M-V/def2-TZVPD" e_homo_ev="-9.62 / -9.62" homo_lumo_gap_ev="4.5299 / 4.5310" total_charge=+1 total_energy_ha=-6384.45064
W -2.3753 -2.3104 -0.0247
C -0.3920 -4.2561 3.9789
C -0.7963 -3.3802 2.8347
S -2.0155 -4.0468 1.8080
C -0.2625 -2.1296 2.6647
C 0.8280 -1.5908 3.5397
S -0.8649 -1.0183 1.4876
H -0.9236 -5.2033 3.9312
H -0.6318 -3.7752 4.9284
H 0.6800 -4.4490 3.9696
H 1.5970 -2.3398 3.7188
H 0.4155 -1.2913 4.5042
H 1.2834 -0.7217 3.0701
S -2.5402 -1.7151 -2.5676
C -3.1832 -0.3021 -1.8444
C -3.7310 0.7740 -2.5432
C -4.0789 1.9055 -1.8433
C -3.8521 1.9347 -0.4629
C -3.3534 0.8203 0.1694
N -3.0483 -0.3160 -0.4919
H -3.8558 0.6836 -3.6097
H -4.4989 2.7578 -2.3542
H -4.0845 2.8143 0.1129
H -3.1654 0.8294 1.2370
O 0.2188 -6.1452 -3.2480
C -0.0047 -5.1665 -2.3740
C 1.0041 -4.3214 -1.8873
C 0.6824 -3.3089 -1.0081
N -0.5833 -3.1222 -0.6506
C -1.5673 -3.9229 -1.0718
Br -4.7347 -3.1014 -0.3834
C -1.3226 -4.9695 -1.9299
H 1.1368 -6.1900 -3.5430
H 2.0273 -4.4400 -2.2070
H 1.4277 -2.6322 -0.6047
H -2.1103 -5.6194 -2.2744
C 4.2808 4.2644 1.7085
C 2.8466 4.4549 2.1855
C 1.8341 3.6191 1.4043
C 1.9429 2.1213 1.7070
N 1.0743 1.3324 0.8589
C 1.3092 0.9102 -0.3854
S 0.1119 -0.0316 -1.1358
N 2.4508 1.2061 -0.9974
C 2.8109 0.8345 -2.3475
C 3.0795 2.0468 -3.2416
C 1.8317 2.7760 -3.7396
C 1.1057 3.5786 -2.6649
H 4.9381 4.9490 2.2344
H 4.3639 4.4762 0.6456
H 4.6395 3.2556 1.8947
H 2.5789 5.5056 2.0725
H 2.7756 4.2129 3.2464
H 1.9786 3.7888 0.3371
H 0.8233 3.9489 1.6509
H 1.6380 1.9394 2.7395
H 2.9750 1.7756 1.6017
H 0.1575 1.1095 1.2214
H 3.1023 1.8073 -0.5150
H 1.9999 0.2237 -2.7501
H 3.7173 0.2199 -2.2990
H 3.6322 1.6849 -4.1087
H 3.7261 2.7485 -2.7083
H 1.1441 2.0533 -4.1828
H 2.1438 3.4642 -4.5264
H 0.6280 2.9301 -1.9342
H 0.3283 4.1872 -3.1200
H 1.7943 4.2500 -2.1520
Cl -3.7648 -1.5585 2.3458
C -5.5230 -1.3817 2.5261
Cl -6.0543 0.1474 1.8229
H -5.7475 -1.3868 3.5907
H -5.9984 -2.1982 1.9831

---

4.
79
Properties=species:S:1:pos:R:3 method="wB97M-V/def2-TZVPD" e_homo_ev=-9.91 de_lowest_kcal_mol=8.5 homo_lumo_gap_ev=7.6296 total_charge=+1 total_energy_ha=-5538.93546
Sc 0.3166 0.3226 0.3224
C -0.3180 -0.8373 -5.3038
N 0.2471 -1.1565 -3.9995
C 0.6249 -2.5346 -3.7152
C 0.1587 -0.2956 -2.9559
N 0.3691 -0.6039 -1.7275
N -0.1731 1.0084 -3.3100
C -0.2023 2.1055 -2.4812
N -0.3743 3.2808 -3.1465
N -0.0648 2.0265 -1.2037
H -0.2937 -1.7315 -5.9175
H 0.2684 -0.0779 -5.8306
H -1.3592 -0.5148 -5.2286
H 0.8196 -3.0418 -4.6550
H -0.1627 -3.0721 -3.1804
H 1.5436 -2.5618 -3.1274
H 0.5763 -1.5847 -1.5962
H -0.2087 1.2016 -4.2942
H -0.6774 3.2973 -4.1038
H -0.5632 4.1109 -2.6126
H -0.1085 2.9491 -0.7898
C 3.3131 2.7935 -0.5075
C 3.5667 1.3240 -0.3136
C 4.8259 0.7978 -0.5045
C 5.0148 -0.5708 -0.2986
C 3.9660 -1.3730 0.0703
C 2.6905 -0.7936 0.2461
N 2.5359 0.5525 0.0671
N 1.5422 -1.4233 0.5691
Si 1.4613 -2.9411 1.4284
C -0.3039 -3.2567 1.9671
C 1.9535 -4.3700 0.3117
C 2.5691 -2.8761 2.9301
H 3.8733 3.3750 0.2267
H 2.2561 3.0215 -0.4004
H 3.6463 3.1096 -1.4964
H 5.6433 1.4383 -0.8024
H 5.9975 -1.0031 -0.4390
H 4.0953 -2.4349 0.2176
H -0.8493 -3.8348 1.2225
H -0.8724 -2.3480 2.1627
H -0.2970 -3.8377 2.8915
H 1.3398 -4.3752 -0.5933
H 1.7819 -5.3179 0.8263
H 3.0004 -4.3489 0.0067
H 2.2175 -2.0981 3.6110
H 3.6065 -2.6546 2.6757
H 2.5534 -3.8266 3.4669
O -6.5664 0.1333 0.2812
C -5.2877 0.2097 -0.1215
C -4.6039 1.4115 -0.3025
C -3.2864 1.3526 -0.7005
N -2.6159 0.2212 -0.9304
C -3.3024 -0.8926 -0.7798
Br -2.3832 -2.5219 -1.1214
C -4.6174 -0.9828 -0.3714
H -6.9294 1.0116 0.4392
H -5.0778 2.3678 -0.1232
H -2.7203 2.2728 -0.8249
H -5.1125 -1.9332 -0.2438
N -2.6083 5.8475 3.2470
C -2.2359 5.0747 2.2010
O -2.8930 4.9626 1.1822
C -0.9260 4.3516 2.3378
C 0.1363 4.7442 3.1383
C 1.3008 3.9902 3.1210
C 1.3646 2.8733 2.3091
N 0.3477 2.4939 1.5268
C -0.7667 3.2183 1.5539
H -3.5123 6.2882 3.2030
H -2.1826 5.7442 4.1504
H 0.0772 5.6331 3.7535
H 2.1497 4.2634 3.7304
H 2.2476 2.2474 2.2787
H -1.5925 2.8878 0.9342
O -1.4451 0.3161 3.7552
N -0.8322 0.2167 2.7269
O 0.4118 0.1023 2.6609
O -1.4328 0.2322 1.5755

---

5.
82
Properties=species:S:1:pos:R:3 method="wB97M-V/def2-TZVPD" e_homo_ev=-4.41 homo_lumo_gap_ev=7.4347 total_charge=-2 total_energy_ha=-3114.95837
Cl 0.2552 2.4029 5.9869
O 0.5852 2.3660 4.6017
O 1.1030 3.3185 6.6781
O -1.1831 2.5605 6.2300
O 0.6418 1.1259 6.5329
Cl -0.0812 0.1277 -0.5525
O 1.2726 -0.3812 -0.4717
O -0.0833 1.5287 -0.2478
O -0.5705 -0.2082 -1.9097
O -0.8747 -0.5559 0.4265
C 1.9554 -6.8517 2.4547
C 2.2603 -5.6252 1.6290
N 2.4374 -4.6587 0.9686
H 2.2165 -6.5826 3.4781
H 2.4015 -7.7786 2.0944
H 0.8865 -7.0631 2.4246
C -2.0843 0.5629 3.3651
C -2.7186 -0.7000 3.7349
N -3.2225 -1.6149 4.0980
H -2.3379 1.3335 4.0930
H -2.3389 0.7824 2.3282
H -1.0032 0.4251 3.3490
C -3.9371 2.7574 -0.9886
C -3.6076 3.9059 -0.1768
N -3.3496 4.8175 0.5075
H -4.9254 2.8718 -1.4339
H -3.8444 1.8123 -0.4535
H -3.2990 2.7425 -1.8722
C 0.4454 -2.7409 -4.4570
C 1.5512 -3.6563 -4.5540
N 2.4053 -4.3922 -4.5654
H -0.2181 -2.9114 -3.6091
H -0.2090 -3.1748 -5.2131
H 0.7737 -1.7276 -4.6882
C -0.3734 4.4826 2.0606
C -0.3506 5.5524 3.0753
N -0.4722 6.4365 3.8039
H -1.3649 4.0384 2.1481
H 0.2541 3.6087 2.2359
H -0.3533 4.9543 1.0782
C -2.4620 1.5519 -4.9481
C -2.7261 0.7284 -6.1021
N -2.9291 0.0478 -7.0443
H -2.2365 0.9692 -4.0550
H -3.3704 2.1167 -4.7386
H -1.6488 2.2025 -5.2698
C 3.3493 -2.0585 -1.8982
C 4.3796 -1.0890 -2.0442
N 5.1726 -0.2798 -2.2594
H 2.4675 -1.7117 -2.4369
H 3.3106 -2.4256 -0.8726
H 3.5688 -2.9675 -2.4582
C -0.7272 -3.5110 1.8695
C -0.4795 -4.3351 3.0157
N -0.3051 -4.9854 3.9619
H 0.2068 -3.3650 1.3269
H -1.1503 -2.5479 2.1552
H -1.4753 -3.8992 1.1783
C 2.7290 1.8315 -3.0711
C 2.8931 1.1094 -4.3750
N 2.9311 0.5546 -5.4012
H 2.3020 2.8066 -3.3058
H 3.6897 2.0041 -2.5861
H 2.1345 1.2917 -2.3340
C 2.2525 4.2307 -0.2042
C 3.5639 4.4858 -0.9578
N 4.4854 4.7248 -1.5458
H 2.0719 4.8617 0.6660
H 2.3059 3.3575 0.4459
H 1.4051 4.2285 -0.8898
C -4.3901 -1.8965 -1.6509
C -5.8423 -2.0794 -1.5855
N -7.0255 -2.2763 -1.4776
H -4.1203 -0.8580 -1.4590
H -3.9356 -2.0685 -2.6266
H -3.9710 -2.4846 -0.8346
C 2.0560 -0.5657 3.1976
C 3.3499 0.0393 3.4509
N 4.4029 0.5224 3.6248
H 1.7088 -1.0495 4.1105
H 2.0919 -1.2737 2.3696
H 1.3236 0.1722 2.8701

---

6.
72
Properties=species:S:1:pos:R:3 method="wB97M-V/def2-TZVPD" e_homo_ev="-7.48 / -6.77" multiplicity=4 homo_lumo_gap_ev="6.7015 / 5.7408" total_energy_ha=-4025.89480
Cr 0.1443 -0.2548 0.0973
C -1.1736 4.7733 -1.1975
S -2.3514 3.8143 -0.2401
C -1.5567 2.2652 -0.0629
S -0.0043 1.9681 -0.7273
N -2.3013 1.4441 0.6499
N -1.7065 0.2331 0.8115
C -2.3144 -0.6741 1.5050
C -1.6181 -1.9438 1.6414
C -2.1547 -3.0290 2.3333
C -1.4304 -4.1999 2.4021
C -0.1863 -4.2679 1.7815
C 0.2868 -3.1568 1.1138
N -0.4067 -2.0150 1.0420
H -1.6488 5.7421 -1.3464
H -0.9800 4.3162 -2.1649
H -0.2375 4.9095 -0.6611
H -3.2916 -0.4902 1.9393
H -3.1288 -2.9381 2.7938
H -1.8295 -5.0566 2.9285
H 0.4084 -5.1695 1.8070
H 1.2396 -3.1553 0.6033
C 3.5394 -1.9294 -0.5881
Si 2.1786 -0.7836 -1.2768
C 3.1328 0.7961 -1.7196
C 1.6743 -1.5258 -2.9479
C 2.6132 -1.9220 -3.9079
C 2.2225 -2.3803 -5.1537
C 0.8693 -2.4470 -5.4702
C -0.0719 -2.0637 -4.5308
C 0.3102 -1.6071 -3.2638
Si -0.9686 -1.1578 -1.9469
C -2.2190 0.0358 -2.7045
C -1.9522 -2.7440 -1.6146
H 4.2454 -2.1800 -1.3851
H 3.1813 -2.8750 -0.1780
H 4.1113 -1.4233 0.1945
H 4.0243 0.5507 -2.3053
H 3.4608 1.3474 -0.8339
H 2.5177 1.4707 -2.3186
H 3.6746 -1.8652 -3.6839
H 2.9658 -2.6822 -5.8820
H 0.5560 -2.7982 -6.4460
H -1.1245 -2.1250 -4.7910
H -2.6738 -0.3968 -3.6005
H -1.7505 0.9808 -2.9805
H -3.0226 0.2547 -1.9958
H -2.4418 -3.0735 -2.5356
H -2.7372 -2.5991 -0.8672
H -1.3046 -3.5581 -1.2797
C 2.9565 0.2028 4.7446
N 1.5007 0.3077 4.8513
C 1.1481 1.7227 4.9843
N 1.6688 2.5720 3.9161
C 3.1176 2.3912 3.8422
N 3.5364 1.0003 3.6672
C 3.1490 0.4857 2.3524
P 1.3212 0.5319 2.1006
C 0.8440 -0.2898 3.6866
C 1.0313 2.2737 2.6323
H 3.2301 -0.8447 4.6025
H 3.3862 0.5478 5.6880
H 1.5597 2.0814 5.9306
H 0.0610 1.8167 5.0194
H 3.5498 2.7551 4.7772
H 3.5124 2.9895 3.0192
H 3.4989 -0.5428 2.2387
H 3.6305 1.0743 1.5673
H 1.0917 -1.3541 3.6302
H -0.2416 -0.2190 3.8076
H -0.0462 2.4521 2.6948
H 1.4151 2.9411 1.8572